[1]
ORCA calculation (the ωB97M-V functional and the def2-TZVPD basis) on a 2-piece molecular cluster, C12H16N2 overall in a non-equilibrium geometry.

Geometry as XYZ:
```
30
Properties=species:S:1:pos:R:3:forces:R:3
C 4.4402 -2.1204 0.0952 0.01 -0.24 1.35
C 0.3988 -1.1105 1.2288 -0.09 0.52 -0.01
C 0.8315 -1.2100 -0.0985 0.44 -0.58 -1.16
C 1.3523 -1.0313 2.2137 0.96 -1.33 -0.69
C 2.1604 -1.3895 -0.4127 1.09 -0.30 2.26
C 2.6712 -1.4623 1.9025 -0.14 1.48 2.52
C 3.1193 -1.6314 0.6403 -0.96 0.19 -2.99
H -0.6439 -1.0777 1.4981 -0.25 0.33 -0.23
H 0.2130 -1.2715 -0.9844 -0.79 0.38 0.41
H 1.1693 -0.8162 3.2533 -0.47 -0.06 0.07
H 2.5956 -1.4312 -1.3974 -0.59 -0.04 -0.47
H 3.2836 -1.4627 2.8167 0.36 -0.44 -0.77
H 4.2374 -2.9890 -0.5233 0.12 -0.18 -0.06
H 5.0951 -2.4260 0.9183 0.14 0.09 -0.28
H 4.9295 -1.3829 -0.5299 0.11 0.24 0.03
C -1.7884 2.7150 -0.4186 1.13 1.03 -0.33
C -0.5939 2.7577 -1.3843 -0.73 -0.82 -0.33
C -2.5935 1.4859 -0.5439 -1.58 -0.25 0.78
C -3.6229 1.1282 0.3115 1.22 -0.06 -0.84
C -3.4167 -0.3647 -1.3480 -0.04 1.82 1.36
N -2.5201 0.5724 -1.5586 0.43 -0.09 -0.56
N -4.1185 -0.0285 -0.1983 -0.30 -1.15 -0.41
H -1.4612 2.8772 0.6215 0.02 -0.36 -0.26
H -2.3438 3.6310 -0.6448 -0.48 -0.24 0.02
H -0.0709 1.7911 -1.3940 0.42 0.54 0.45
H -4.0028 1.5693 1.2108 -0.03 0.04 0.17
H -3.6711 -1.1352 -2.0480 -0.06 -0.38 0.21
H -4.6735 -0.6383 0.3731 -0.37 -0.22 -0.32
H -0.0080 3.6475 -1.1876 0.49 -0.19 0.01
H -0.9680 2.8039 -2.4115 -0.09 0.27 0.08
```
Positions in Å, forces in eV/Å.

Output
total charge = 0
SMILES = CCc1c[nH]cn1.Cc1ccccc1
strongest force on any atom = 0.06125 hartree/bohr
Kohn-Sham gap = 9.3 eV
relative energy (zero: lowest compared OMol25 entry of this formula, charge and spin) = 102.77 kJ/mol
energy = -576.340845 Eh
highest occupied orbital energy = -8.42 eV

Here are the Mulliken charges for atoms 1 to 6, given in e: number 1, C, carries -1.442; number 2, C, carries -0.612; number 3, C, carries -0.235; number 4, C, carries -0.413; number 5, C, carries -0.574; number 6, C, carries -0.362



[2]
ORCA calculation (the ωB97M-V functional and the def2-TZVPD basis) on an isolated ion of composition C11H15N2 and charge +1 in a non-equilibrium geometry.

Geometry as XYZ:
```
28
Properties=species:S:1:pos:R:3:forces:R:3
C 3.5523 0.3294 -0.6285 1.59 1.11 0.96
C 3.3524 0.5195 0.7669 -0.33 -1.09 -0.31
C 2.6204 -0.1481 -1.4906 -1.99 -0.89 0.31
C 2.1777 0.0745 1.3123 -1.21 -1.06 -1.26
C 1.4307 -0.6072 -0.8821 0.76 -0.15 -0.41
C 1.1809 -0.5851 0.4942 2.06 2.04 0.53
C -2.1718 -1.3898 -0.1859 0.34 2.56 -0.02
C -0.9726 -1.9333 0.4760 1.22 -1.84 -0.97
C -0.0673 -0.8750 1.1167 -4.28 0.61 -0.95
C -0.7150 1.8344 0.2217 -1.89 2.47 0.27
C -3.3529 0.6959 -0.7469 -2.10 -0.36 2.88
N -1.3644 0.5978 0.5492 2.53 -2.08 2.90
N -2.2753 -0.0808 -0.1378 0.74 -1.36 -0.74
H 4.5063 0.5877 -1.0241 0.69 0.33 -0.19
H 4.1036 0.8084 1.4994 0.21 0.38 -0.76
H 2.6746 -0.2719 -2.6042 0.50 0.33 1.39
H 1.9776 0.1065 2.3600 0.06 0.22 0.61
H 0.8192 -1.0372 -1.6266 -1.47 -0.57 -0.17
H -2.8691 -1.8966 -0.8092 -0.56 -0.56 0.11
H -1.2895 -2.7231 1.1721 0.10 0.38 0.22
H -0.3755 -2.5442 -0.2818 -0.72 0.80 0.69
H -0.3127 -0.8024 2.1947 1.07 0.29 -0.72
H -1.4523 2.4939 -0.3692 1.59 -0.98 0.15
H -0.6013 2.4789 1.1390 -0.30 -0.99 -0.39
H 0.3221 1.7707 -0.1212 -0.37 -0.34 -0.86
H -2.9835 1.0577 -1.6577 0.00 0.87 -1.27
H -3.6188 1.4573 0.0599 0.52 -0.49 -1.54
H -4.2958 0.0821 -0.7963 1.24 0.37 -0.48
```
Positions in Å, forces in eV/Å.

Output
total charge = +1
strongest force on any atom = 0.08605 hartree/bohr
Kohn-Sham gap (alpha / beta) = 8.5 / 8.5 eV
relative energy (zero: lowest compared OMol25 entry of this formula, charge and spin) = 323.12 kJ/mol
energy = -537.289455 Eh
highest occupied orbital energy (alpha / beta) = -12.32 / -12.31 eV

Here are the Mulliken charges for atoms 1 to 6, given in e: number 1, C, carries -0.137; number 2, C, carries -0.837; number 3, C, carries -1.044; number 4, C, carries -0.313; number 5, C, carries 0.371; number 6, C, carries 0.006



[3]
ORCA calculation (the ωB97M-V functional and the def2-TZVPD basis) on C25H64N4O12Sr as an isolated structure in a non-equilibrium geometry.

Geometry as XYZ:
```
106
Properties=species:S:1:pos:R:3:forces:R:3
Sr 3.2297 -1.5397 -1.2615 -0.29 0.06 -0.67
C 0.4851 -0.6118 -0.9422 -2.36 -0.15 0.05
O -0.6941 -0.2605 -0.7781 -1.97 1.18 -0.14
O 0.9987 -1.5094 -0.2794 2.08 -4.42 4.58
O 1.2232 -0.2171 -1.8323 3.02 3.44 -4.96
C 1.8900 4.3905 -1.3922 -0.70 0.70 -0.37
O 1.6802 4.2996 -0.0048 -0.03 -0.96 0.99
C 0.8804 3.1530 0.3537 -1.74 -0.08 -0.85
C -0.5566 3.1433 -0.3273 1.66 1.29 0.51
N -1.1499 4.5197 -0.1902 0.35 -1.53 -0.30
C -1.9000 4.7025 1.0125 -1.42 0.80 0.47
C -2.1096 6.2264 1.2440 0.29 -0.92 0.56
O -0.8269 6.9007 1.2781 -0.98 0.13 0.52
C -0.0696 6.7186 2.4978 -0.58 0.14 -0.68
H 2.6007 5.1766 -1.6473 0.85 -0.46 0.55
H 1.0217 4.8605 -1.8541 -0.64 -0.68 -0.33
H 2.1183 3.4081 -1.8056 0.07 0.19 -0.38
H 0.6795 3.1220 1.4246 0.44 0.70 0.17
H 1.2882 2.1668 0.1322 0.80 0.07 -0.43
H -1.0417 2.3146 0.1884 -0.67 0.31 -0.08
H -0.4841 2.8626 -1.3781 -0.03 0.06 0.06
H -0.3629 5.1488 -0.1208 0.20 0.19 -0.18
H -1.5327 4.1845 1.8984 0.75 0.16 0.39
H -2.8800 4.2353 0.9155 -0.37 0.10 -0.28
H -2.7488 6.4737 2.0916 0.65 -0.43 1.15
H -2.8452 6.6097 0.5368 1.14 0.33 -1.25
H 0.3951 5.7329 2.5223 0.22 0.03 -0.08
H -0.6507 6.8346 3.4126 -0.52 -0.05 -0.08
H 0.6629 7.5252 2.5296 0.19 -0.26 -0.27
C 4.6429 -5.0219 -1.4486 1.05 1.20 -1.12
O 4.0642 -3.9711 -0.6751 -1.28 -0.28 0.38
C 4.1820 -4.1600 0.7371 1.18 -0.25 0.15
C 3.7317 -2.9919 1.6052 0.35 -0.57 -0.74
N 4.3313 -1.7564 1.0687 -1.88 0.42 0.67
C 3.6984 -0.6262 1.8082 0.37 -1.10 -0.50
C 4.1057 0.6957 1.2812 -0.13 0.85 -0.69
O 3.9048 0.6540 -0.1609 0.47 1.30 0.48
C 4.2937 1.9036 -0.7905 0.11 0.22 0.34
H 5.7276 -4.9232 -1.4067 0.27 -0.15 0.43
H 4.4520 -4.7230 -2.4792 -0.36 -0.25 -0.08
H 4.3922 -6.0746 -1.3171 -0.73 0.23 0.71
H 5.2619 -4.2082 0.8771 0.28 -0.59 0.40
H 3.6935 -5.0940 1.0148 0.02 -0.02 0.18
H 4.0639 -3.1249 2.6348 0.24 -0.51 0.15
H 2.6454 -3.0061 1.6943 -0.19 0.73 -0.51
H 5.3371 -1.7680 1.1599 0.30 -0.03 0.08
H 3.8935 -0.7421 2.8743 -0.08 0.32 0.24
H 2.6294 -0.7192 1.6167 -0.18 -0.14 0.21
H 5.1014 1.0321 1.5702 0.50 -0.39 -0.48
H 3.4712 1.4467 1.7519 -0.43 0.22 -0.28
H 4.1519 1.9486 -1.8703 -0.14 -0.96 0.00
H 5.3472 2.0943 -0.5858 0.11 -0.06 0.04
H 3.7162 2.7548 -0.4297 -0.14 -0.18 0.54
C 0.2754 -6.0178 3.1677 0.21 1.51 -0.32
O 0.1324 -4.9343 4.1235 -0.74 -0.07 0.06
C -0.7961 -3.8452 3.8486 0.42 -0.54 -0.35
C -0.3224 -2.8832 2.7442 0.52 -0.75 -0.90
N -0.1266 -3.5316 1.3940 -0.73 0.13 0.92
C -1.4486 -3.8251 0.8073 0.91 -0.66 0.98
C -1.3526 -3.9737 -0.7036 0.09 0.97 0.30
O -2.5964 -4.1755 -1.2995 -1.33 -1.04 -0.70
C -3.3763 -2.9905 -1.5386 1.41 -0.96 0.20
H -0.5890 -6.1989 2.5289 -0.41 0.11 0.33
H 0.5602 -6.9468 3.6617 -0.04 0.25 0.34
H 1.0473 -5.6841 2.4742 0.18 -0.39 -0.09
H -0.9487 -3.2906 4.7745 0.79 0.12 0.22
H -1.8131 -4.2230 3.7432 -0.08 -0.41 -0.87
H 0.6332 -2.4587 3.0521 0.28 -0.20 0.09
H -0.9728 -2.0124 2.6625 -0.54 0.00 0.08
H 0.2313 -2.8450 0.7455 0.70 0.78 0.20
H -2.1216 -3.0416 1.1558 -0.56 0.11 -0.48
H -1.7336 -4.7675 1.2750 -0.69 -0.16 -0.27
H -0.6804 -4.7889 -0.9714 -0.17 -0.24 0.06
H -0.9150 -3.0677 -1.1230 0.27 0.28 0.05
H -3.6252 -2.5990 -0.5523 -0.21 0.66 -0.33
H -4.2601 -3.2329 -2.1288 -0.01 -0.31 0.28
H -2.7331 -2.3723 -2.1648 -0.23 0.78 0.27
C -1.9580 1.4999 -3.5823 0.02 0.36 0.40
O -1.6678 0.1470 -3.5702 -0.36 -1.13 -1.21
H -2.6368 1.7149 -2.7570 0.16 0.60 0.11
H -1.0277 2.0656 -3.5301 -0.06 0.46 0.26
H -2.4663 1.8056 -4.4967 -0.01 -0.34 -0.23
H -1.3201 -0.1039 -2.7113 0.39 0.14 0.81
C 1.6656 1.8368 -4.6877 0.18 0.04 -0.64
O 2.4679 0.9697 -3.9501 0.93 0.04 0.02
H 0.8530 1.2994 -5.1765 -0.32 0.09 0.07
H 1.2885 2.6798 -4.1088 -0.24 0.05 0.20
H 2.2929 2.2516 -5.4767 0.03 0.09 -0.09
H 1.9418 0.5599 -3.2596 -0.73 -0.24 0.62
C -4.7240 0.9746 1.7016 0.18 -0.81 -0.53
C -3.9253 0.0293 0.7629 0.64 0.46 0.33
C -3.8892 0.4868 -0.7185 -1.63 -1.28 0.51
O -5.2710 0.5097 -1.2053 0.84 0.69 -1.03
C -5.4075 0.2614 -2.6344 -0.24 -0.83 1.25
N -2.5752 -0.1118 1.3107 0.56 1.06 0.41
H -5.5699 1.4216 1.1794 -0.05 -0.04 0.11
H -4.0712 1.7515 2.0995 0.05 0.16 -0.18
H -5.0631 0.3915 2.5578 -0.17 0.11 0.03
H -4.2448 -1.0050 0.8897 -1.03 0.13 -0.69
H -3.3574 -0.2885 -1.2701 0.32 0.26 -0.15
H -3.3995 1.4551 -0.8216 -0.03 0.10 -0.01
H -4.7789 0.8019 -3.3420 0.24 0.43 0.48
H -6.4563 0.4151 -2.8885 0.02 0.23 0.12
H -5.2129 -0.8014 -2.7782 0.15 -0.17 -0.26
H -2.2068 0.8208 1.4316 -0.18 0.72 0.80
H -1.8882 -0.3231 0.6011 0.18 -1.28 -0.87
```
Positions in Å, forces in eV/Å.

Output
total charge = -1
strongest force on any atom = 0.13127 hartree/bohr
Kohn-Sham gap (alpha / beta) = 2.9 / 7.8 eV
energy = -2143.419900 Eh
highest occupied orbital energy (alpha / beta) = -0.65 / -5.53 eV
multiplicity = 2

Here are the Mulliken charges for atoms 1 to 6, given in e: number 1, Sr, carries -0.700; number 2, C, carries -0.390; number 3, O, carries 0.918; number 4, O, carries -1.017; number 5, O, carries -1.029; number 6, C, carries -0.713



[4]
ORCA calculation (the ωB97M-V functional and the def2-TZVPD basis) on one molecule with the formula C16H19NO4S in a non-equilibrium geometry.

Geometry as XYZ:
```
41
Properties=species:S:1:pos:R:3:forces:R:3
O -0.3871 0.3976 -2.9328 -0.58 -0.94 -1.22
O 3.5665 -0.7099 2.9392 -4.01 2.04 -2.33
N -1.1653 4.0252 -1.0385 0.43 -0.90 -0.03
O 1.6808 1.2679 0.3998 -1.26 0.84 1.48
O 1.9418 -3.1766 2.0376 0.73 -1.67 2.54
S -2.5366 2.2710 -2.3993 -0.07 2.62 0.51
C 0.0010 0.5208 -1.8071 0.76 0.78 0.71
C 2.5060 -0.4221 2.2611 3.95 -4.21 3.04
C -1.1415 2.7726 -1.4343 -1.36 1.23 -0.91
C 0.6848 2.0801 -0.0062 -0.43 -1.48 -3.38
C -3.1169 3.9797 -2.2237 -1.20 -1.17 -0.61
C -0.1054 1.8140 -1.1474 1.54 0.44 3.93
C -2.2859 4.7230 -1.4714 1.04 -2.78 -1.24
C -2.4114 6.1071 -1.1374 0.17 2.91 -1.32
C -0.2828 -4.8869 1.4267 1.36 -1.12 0.21
C -0.6243 -3.7931 0.5041 0.97 2.72 0.86
C -0.4210 -1.2791 -0.1008 -0.77 1.92 -1.17
C 1.7963 -0.0587 -0.1012 0.48 -1.20 -1.32
C 1.6154 -2.4701 0.9435 0.10 2.17 -1.64
C 0.6695 -0.5792 -1.0156 -0.43 -1.66 0.44
C 2.4160 -1.0857 0.9224 -1.85 1.78 0.04
C 0.0583 -2.3533 0.8221 -0.14 -2.33 0.53
H 2.8895 -3.2317 2.2894 -0.80 0.44 -0.68
H 1.5923 -0.1744 2.7783 -0.29 1.07 0.27
H 0.6669 3.0769 0.3993 0.09 -0.02 0.61
H -4.0751 4.3571 -2.6473 0.96 -0.68 0.25
H -1.5741 6.7745 -1.5351 -0.60 -1.18 0.96
H -3.2806 6.6014 -1.6047 -0.03 -0.57 0.40
H -2.5038 6.1047 -0.0820 0.11 0.88 1.17
H 0.7750 -5.2242 1.2567 -1.07 0.01 0.52
H -0.3968 -4.4614 2.4211 0.25 -0.48 0.35
H -0.9954 -5.7187 1.2981 0.44 0.17 0.10
H -0.5083 -3.9993 -0.5083 0.37 -0.58 -1.95
H -1.6488 -3.6457 0.6873 -1.62 0.68 -0.22
H -1.2951 -1.6157 -0.7144 0.74 0.22 0.37
H -0.8239 -0.4664 0.5805 0.34 -0.52 -1.05
H 2.5943 0.0485 -0.7528 1.67 0.38 -1.61
H 2.0119 -2.9387 0.0209 -0.45 -0.13 0.04
H 1.1171 -1.2979 -1.8058 -0.67 0.96 1.46
H 3.4698 -1.2549 0.7380 0.07 -0.33 -0.71
H -0.4729 -2.0784 1.7400 1.06 -0.30 0.61
```
Positions in Å, forces in eV/Å.

Output
total charge = 0
SMILES = CC[C@@H]1C[C@H]2C(=O)C(c3nc(C)cs3)=CO[C@H]2[C@@H](C=O)[C@H]1O
strongest force on any atom = 0.12692 hartree/bohr
Kohn-Sham gap = 8.2 eV
relative energy (zero: lowest compared OMol25 entry of this formula, charge and spin) = 406.28 kJ/mol
energy = -1374.875864 Eh
highest occupied orbital energy = -8.26 eV

Here are the Mulliken charges for atoms 1 to 6, given in e: number 1, O, carries -0.586; number 2, O, carries -0.587; number 3, N, carries -0.554; number 4, O, carries -0.389; number 5, O, carries -0.557; number 6, S, carries -0.124



[5]
ORCA calculation (the ωB97M-V functional and the def2-TZVPD basis) on one molecule with the formula C3H6N2O2 in a non-equilibrium geometry.

Geometry as XYZ:
```
13
Properties=species:S:1:pos:R:3:forces:R:3
C 1.6512 -1.0339 0.0458 -0.64 0.55 0.25
C 1.1816 0.2245 0.2256 0.43 -0.86 -0.17
C -1.4126 0.4116 -0.5874 4.09 -0.11 4.35
N 0.3370 -1.5826 0.0213 -0.63 1.67 -1.64
N -0.1479 -0.2095 0.3544 -2.60 -0.02 -0.40
O 1.5902 1.5079 0.2562 -0.94 0.24 -0.98
O -2.0437 1.3612 0.1978 0.03 0.83 -2.83
H 2.4460 -1.6951 0.2015 1.54 -0.13 -0.03
H -0.8587 0.7242 -1.4063 0.16 1.32 -1.86
H -1.9025 -0.4609 -0.7203 -2.03 -2.58 -0.78
H 0.1516 -2.2987 0.6875 -0.48 -0.14 1.11
H 0.9566 1.9678 -0.3519 0.92 -0.05 0.80
H -1.9488 1.0834 1.0758 0.15 -0.73 2.16
```
Positions in Å, forces in eV/Å.

Output
total charge = 0
SMILES = OCn1[nH]cc1O
strongest force on any atom = 0.11609 hartree/bohr
Kohn-Sham gap = 8.8 eV
relative energy (zero: lowest compared OMol25 entry of this formula, charge and spin) = 546.18 kJ/mol
energy = -377.751310 Eh
highest occupied orbital energy = -7.96 eV

Here are the Mulliken charges for atoms 1 to 6, given in e: number 1, C, carries -0.646; number 2, C, carries 0.468; number 3, C, carries -0.422; number 4, N, carries -0.438; number 5, N, carries -0.036; number 6, O, carries -0.519



Question: Look up the energy of the fifth one.
Answer: -377.751310 Eh